# 1
ORCA calculation (ωB97M-V with the def2-TZVPD basis set) on 11 unconnected molecules or ions with the total composition C38H64BBr4O30S6.

Each atom is followed by the atoms it is bonded to, with distances in Å.
Atoms and positions in Å:
1 O -23.82 -7.27 -16.28  C2 1.231
2 C -22.88 -8.00 -15.95  O1 1.231, O3 1.290, C6 1.529
3 O -21.77 -7.70 -15.35  C2 1.290, B4 1.449
4 B -20.92 -8.84 -15.07  O3 1.449, O5 1.465, O8 1.503, O12 1.491
5 O -21.63 -9.96 -15.70  B4 1.465, C6 1.342
6 C -22.75 -9.49 -16.26  C2 1.529, O5 1.342, O7 1.240
7 O -23.64 -10.12 -16.85  C6 1.240
8 O -20.82 -9.09 -13.59  B4 1.503, C9 1.344
9 C -19.54 -9.40 -13.32  O8 1.344, O10 1.275, C11 1.552
10 O -18.98 -9.90 -12.28  C9 1.275
11 C -18.73 -9.04 -14.60  C9 1.552, O12 1.315, O13 1.227
12 O -19.53 -8.76 -15.60  B4 1.491, C11 1.315
13 O -17.52 -9.08 -14.76  C11 1.227
14 Br -27.88 -12.11 -14.46  C15 2.015
15 C -28.13 -11.92 -16.45  Br14 2.015, C16 1.559, H18 1.090, H19 1.090
16 C -26.79 -12.00 -17.24  C15 1.559, Br17 1.984, H20 1.090, H21 1.090
17 Br -27.31 -12.00 -19.16  C16 1.984
18 H -28.63 -10.95 -16.54  C15 1.090
19 H -28.81 -12.68 -16.85  C15 1.090
20 H -26.26 -12.94 -17.10  C16 1.090
21 H -26.07 -11.19 -17.21  C16 1.090
22 Br -17.22 -5.16 -12.52  C23 2.023
23 C -18.08 -5.57 -14.30  Br22 2.023, C24 1.509, H26 1.090, H27 1.090
24 C -18.87 -4.35 -14.70  C23 1.509, Br25 1.978, H28 1.090, H29 1.090
25 Br -19.62 -4.72 -16.50  C24 1.978
26 H -18.76 -6.41 -14.18  C23 1.090
27 H -17.31 -5.88 -15.01  C23 1.090
28 H -18.29 -3.43 -14.81  C24 1.090
29 H -19.66 -4.23 -13.96  C24 1.090
30 O -24.29 -1.77 -12.28  S31 1.423
31 S -25.22 -2.79 -12.63  O30 1.423, O32 1.475, O33 1.637, C36 1.882
32 O -26.48 -2.42 -13.29  S31 1.475
33 O -24.47 -3.95 -13.52  S31 1.637, C34 1.455
34 C -23.08 -4.16 -13.14  O33 1.455, C35 1.514, H37 1.090, H38 1.090
35 C -22.50 -5.08 -14.19  C34 1.514, H39 1.090, H40 1.090, H41 1.090
36 C -25.58 -3.84 -11.11  S31 1.882, H42 1.090, H43 1.090, H44 1.090
37 H -22.81 -4.60 -12.18  C34 1.090
38 H -22.46 -3.26 -13.18  C34 1.090
39 H -23.02 -6.03 -14.02  C35 1.090
40 H -21.41 -5.13 -14.17  C35 1.090
41 H -22.79 -4.68 -15.16  C35 1.090
42 H -25.71 -4.87 -11.44  C36 1.090
43 H -26.47 -3.51 -10.57  C36 1.090
44 H -24.80 -3.71 -10.36  C36 1.090
45 O -15.59 -12.64 -9.33  S46 1.456
46 S -15.47 -12.59 -10.78  O45 1.456, O47 1.481, O48 1.703, C51 1.871
47 O -14.71 -11.48 -11.37  S46 1.481
48 O -14.85 -14.10 -11.28  S46 1.703, C49 1.443
49 C -15.24 -15.36 -10.71  O48 1.443, C50 1.512, H52 1.090, H53 1.090
50 C -14.38 -16.48 -11.26  C49 1.512, H54 1.090, H55 1.090, H56 1.090
51 C -17.20 -12.63 -11.50  S46 1.871, H57 1.090, H58 1.090, H59 1.090
52 H -16.27 -15.44 -11.06  C49 1.090
53 H -15.47 -15.40 -9.65  C49 1.090
54 H -14.71 -17.46 -10.91  C50 1.090
55 H -13.29 -16.52 -11.25  C50 1.090
56 H -14.52 -16.53 -12.34  C50 1.090
57 H -17.57 -11.65 -11.18  C51 1.090
58 H -17.59 -13.63 -11.34  C51 1.090
59 H -17.15 -12.59 -12.59  C51 1.090
60 O -16.14 -11.24 -17.23  S61 1.518
61 S -15.73 -11.61 -15.82  O60 1.518, O62 1.463, O63 1.669, C66 1.859
62 O -16.70 -11.96 -14.79  S61 1.463
63 O -14.59 -12.82 -15.98  S61 1.669, C64 1.426
64 C -13.82 -13.26 -14.86  O63 1.426, C65 1.568, H67 1.090, H68 1.090
65 C -13.58 -14.79 -15.11  C64 1.568, H69 1.090, H70 1.090, H71 1.090
66 C -14.57 -10.37 -15.05  S61 1.859, H72 1.090, H73 1.090, H74 1.090
67 H -14.47 -13.13 -13.99  C64 1.090
68 H -12.83 -12.83 -14.69  C64 1.090
69 H -14.55 -15.25 -15.28  C65 1.090
70 H -13.10 -15.35 -14.31  C65 1.090
71 H -13.11 -14.91 -16.08  C65 1.090
72 H -13.59 -10.46 -15.53  C66 1.090
73 H -14.48 -10.56 -13.98  C66 1.090
74 H -14.94 -9.36 -15.22  C66 1.090
75 O -22.70 -8.19 -21.46  S76 1.467
76 S -23.82 -9.05 -21.10  O75 1.467, O77 1.419, O78 1.607, C81 1.936
77 O -24.82 -9.37 -22.06  S76 1.419
78 O -23.25 -10.36 -20.36  S76 1.607, C79 1.410
79 C -23.95 -11.56 -20.11  O78 1.410, C80 1.514, H82 1.090, H83 1.090
80 C -23.10 -12.75 -20.52  C79 1.514, H84 1.090, H85 1.090, H86 1.090
81 C -24.72 -8.41 -19.50  S76 1.936, H87 1.090, H88 1.090, H89 1.090
82 H -24.85 -11.70 -20.70  C79 1.090
83 H -24.25 -11.67 -19.07  C79 1.090
84 H -23.72 -13.64 -20.65  C80 1.090
85 H -22.26 -12.93 -19.85  C80 1.090
86 H -22.64 -12.56 -21.49  C80 1.090
87 H -25.54 -7.75 -19.77  C81 1.090
88 H -23.96 -7.90 -18.91  C81 1.090
89 H -25.12 -9.26 -18.94  C81 1.090
90 O -19.93 -11.92 -20.45  S91 1.471
91 S -18.84 -11.26 -19.72  O90 1.471, O92 1.444, O93 1.725, C96 1.829
92 O -17.47 -11.71 -19.86  S91 1.444
93 O -18.81 -9.56 -19.97  S91 1.725, C94 1.445
94 C -20.08 -8.90 -20.19  O93 1.445, C95 1.595, H97 1.090, H98 1.090
95 C -20.21 -7.63 -19.24  C94 1.595, H99 1.090, H100 1.090, H101 1.090
96 C -19.45 -11.22 -17.99  S91 1.829, H102 1.090, H103 1.090, H104 1.090
97 H -20.81 -9.70 -20.08  C94 1.090
98 H -20.02 -8.62 -21.24  C94 1.090
99 H -19.30 -7.06 -19.04  C95 1.090
100 H -20.66 -7.89 -18.28  C95 1.090
101 H -20.96 -6.87 -19.47  C95 1.090
102 H -19.85 -12.21 -17.78  C96 1.090
103 H -20.27 -10.51 -18.07  C96 1.090
104 H -18.77 -10.83 -17.23  C96 1.090
105 O -19.77 -12.35 -10.23  S106 1.452
106 S -20.41 -11.81 -9.04  O105 1.452, O107 1.429, O108 1.715, C111 1.863
107 O -21.82 -11.70 -8.85  S106 1.429
108 O -19.78 -12.55 -7.63  S106 1.715, C109 1.343
109 C -18.51 -12.98 -7.75  O108 1.343, C110 1.487, H112 1.090, H113 1.090
110 C -18.55 -14.37 -8.27  C109 1.487, H114 1.090, H115 1.090, H116 1.090
111 C -19.84 -10.04 -8.87  S106 1.863, H117 1.090, H118 1.090, H119 1.090
112 H -18.11 -12.87 -6.75  C109 1.090
113 H -17.94 -12.43 -8.51  C109 1.090
114 H -18.90 -14.45 -9.30  C110 1.090
115 H -19.26 -14.96 -7.67  C110 1.090
116 H -17.63 -14.95 -8.21  C110 1.090
117 H -20.32 -9.47 -8.08  C111 1.090
118 H -20.17 -9.58 -9.80  C111 1.090
119 H -18.76 -9.99 -8.75  C111 1.090
120 C -21.81 -12.12 -12.53  C121 1.378, C126 1.512, H128 1.080
121 C -20.84 -12.57 -13.39  C120 1.378, C122 1.477, H129 1.080
122 C -21.18 -13.32 -14.61  C121 1.477, O123 1.255, C124 1.512
123 O -20.30 -13.76 -15.40  C122 1.255
124 C -22.68 -13.53 -14.66  C122 1.512, C125 1.323, H130 1.080
125 C -23.58 -13.12 -13.78  C124 1.323, C126 1.487, H131 1.080
126 C -23.30 -12.33 -12.56  C120 1.512, C125 1.487, O127 1.221
127 O -24.07 -11.94 -11.69  C126 1.221
128 H -21.43 -11.45 -11.76  C120 1.080
129 H -19.78 -12.35 -13.31  C121 1.080
130 H -22.97 -14.13 -15.51  C124 1.080
131 H -24.63 -13.27 -14.01  C125 1.080
132 C -16.23 -8.69 -10.57  C133 1.358, C138 1.463, H140 1.080
133 C -15.47 -8.34 -11.64  C132 1.358, C134 1.503, H141 1.080
134 C -13.99 -8.10 -11.55  C133 1.503, O135 1.194, C136 1.444
135 O -13.38 -7.70 -12.50  C134 1.194
136 C -13.48 -8.30 -10.21  C134 1.444, C137 1.372, H142 1.080
137 C -14.22 -8.70 -9.13  C136 1.372, C138 1.449, H143 1.080
138 C -15.65 -8.94 -9.25  C132 1.463, C137 1.449, O139 1.238
139 O -16.29 -9.26 -8.25  C138 1.238
140 H -17.27 -8.80 -10.83  C132 1.080
141 H -15.90 -8.20 -12.62  C133 1.080
142 H -12.41 -8.25 -10.11  C136 1.080
143 H -13.85 -8.98 -8.16  C137 1.080

Summary:
Net charge: -1
Frontier orbital gap (eV): 8.11
F_max (eV/Å): 5.81
Total energy (Eh): -16453.6108

# 2
ORCA calculation (ωB97M-V with the def2-TZVPD basis set) on 7 unconnected molecules or ions with the total composition C38H64Br2N7O3.

Each atom is followed by the atoms it is bonded to, with distances in Å.
Atoms and positions in Å:
1 C -2.08 6.05 3.61  C2 1.586, H11 1.090, H12 1.090, H13 1.090
2 C -1.28 6.21 2.25  C1 1.586, N3 1.585, H14 1.090, H15 1.090
3 N -1.74 5.42 0.96  C2 1.585, C4 1.561, C5 1.568, C7 1.562
4 C -0.89 5.91 -0.25  N3 1.561, H16 1.090, H17 1.090, H18 1.090
5 C -1.36 3.93 1.26  N3 1.568, C6 1.505, H19 1.090, H20 1.090
6 C -1.68 2.96 0.15  C5 1.505, H21 1.090, H22 1.090, H23 1.090
7 C -3.29 5.52 0.74  N3 1.562, C8 1.531, H24 1.090, H25 1.090
8 C -3.81 6.94 0.48  C7 1.531, O9 1.465, H26 1.090, H27 1.090
9 O -3.31 7.47 -0.79  C8 1.465, C10 1.426
10 C -4.03 8.59 -1.28  O9 1.426, H28 1.090, H29 1.090, H30 1.090
11 H -3.15 6.03 3.38  C1 1.090
12 H -1.81 6.86 4.29  C1 1.090
13 H -1.67 5.15 4.07  C1 1.090
14 H -0.22 6.00 2.39  C2 1.090
15 H -1.19 7.28 2.04  C2 1.090
16 H 0.08 5.42 -0.22  C4 1.090
17 H -0.87 6.98 -0.01  C4 1.090
18 H -1.47 5.70 -1.15  C4 1.090
19 H -1.81 3.62 2.20  C5 1.090
20 H -0.29 3.92 1.45  C5 1.090
21 H -0.99 3.20 -0.66  C6 1.090
22 H -2.72 2.99 -0.17  C6 1.090
23 H -1.31 1.98 0.46  C6 1.090
24 H -3.62 5.12 1.69  C7 1.090
25 H -3.57 4.86 -0.08  C7 1.090
26 H -3.48 7.54 1.33  C8 1.090
27 H -4.89 7.00 0.43  C8 1.090
28 H -4.00 9.43 -0.59  C10 1.090
29 H -5.05 8.42 -1.63  C10 1.090
30 H -3.59 9.13 -2.12  C10 1.090
31 C -1.74 -2.47 3.46  C32 1.489, H38 1.090, H39 1.090, H40 1.090
32 C -2.60 -2.54 2.24  C31 1.489, O33 1.197, N34 1.508
33 O -3.32 -1.65 1.91  C32 1.197
34 N -2.38 -3.74 1.36  C32 1.508, H35 1.010, H36 1.010, C37 1.539
35 H -1.78 -3.48 0.59  N34 1.010
36 H -1.92 -4.50 1.84  N34 1.010
37 C -3.67 -4.38 0.81  N34 1.539, H41 1.090, H42 1.090, H43 1.090
38 H -0.67 -2.64 3.32  C31 1.090
39 H -2.10 -3.22 4.15  C31 1.090
40 H -1.92 -1.50 3.93  C31 1.090
41 H -4.43 -4.60 1.56  C37 1.090
42 H -3.44 -5.34 0.35  C37 1.090
43 H -3.95 -3.68 0.02  C37 1.090
44 C 2.08 2.99 3.28  C45 1.541, H51 1.090, H52 1.090, H53 1.090
45 C 0.90 2.03 3.53  C44 1.541, O46 1.224, N47 1.495
46 O -0.27 2.38 3.64  C45 1.224
47 N 1.31 0.61 3.36  C45 1.495, H48 1.010, H49 1.010, C50 1.547
48 H 2.31 0.44 3.44  N47 1.010
49 H 0.89 0.03 4.07  N47 1.010
50 C 0.87 -0.02 2.02  N47 1.547, H54 1.090, H55 1.090, H56 1.090
51 H 2.70 2.72 2.42  C44 1.090
52 H 2.76 3.00 4.13  C44 1.090
53 H 1.72 3.98 3.04  C44 1.090
54 H -0.22 -0.16 1.99  C50 1.090
55 H 1.36 -0.99 2.04  C50 1.090
56 H 1.18 0.66 1.23  C50 1.090
57 C -2.32 1.47 -6.47  N58 1.478, H71 1.090, H72 1.090, H73 1.090
58 N -1.33 1.76 -5.42  C57 1.478, C59 1.370, C63 1.380
59 C -1.43 1.15 -4.20  N58 1.370, C60 1.390, H74 1.080
60 C -0.46 1.39 -3.24  C59 1.390, C61 1.374, H75 1.080
61 C 0.63 2.18 -3.50  C60 1.374, C62 1.412, C64 1.472
62 C 0.72 2.85 -4.74  C61 1.412, C63 1.407, H76 1.080
63 C -0.28 2.62 -5.70  N58 1.380, C62 1.407, H77 1.080
64 C 1.60 2.43 -2.41  C61 1.472, C65 1.391, C69 1.368
65 C 2.09 1.39 -1.63  C64 1.391, C66 1.397, H78 1.080
66 C 3.17 1.59 -0.77  C65 1.397, N67 1.362, H79 1.080
67 N 3.64 2.85 -0.58  C66 1.362, C68 1.345, C70 1.484
68 C 3.11 3.89 -1.26  N67 1.345, C69 1.400, H80 1.080
69 C 2.08 3.69 -2.18  C64 1.368, C68 1.400, H81 1.080
70 C 4.87 3.10 0.21  N67 1.484, H82 1.090, H83 1.090, H84 1.090
71 H -3.18 2.14 -6.43  C57 1.090
72 H -2.69 0.45 -6.39  C57 1.090
73 H -1.87 1.57 -7.46  C57 1.090
74 H -2.32 0.54 -4.09  C59 1.080
75 H -0.45 0.85 -2.31  C60 1.080
76 H 1.53 3.52 -5.01  C62 1.080
77 H -0.29 3.08 -6.67  C63 1.080
78 H 1.77 0.36 -1.74  C65 1.080
79 H 3.74 0.80 -0.30  C66 1.080
80 H 3.44 4.91 -1.09  C68 1.080
81 H 1.62 4.49 -2.74  C69 1.080
82 H 4.82 3.93 0.91  C70 1.090
83 H 5.62 3.44 -0.51  C70 1.090
84 H 5.24 2.26 0.80  C70 1.090
85 C -0.26 -11.45 -3.01  N86 1.545, H99 1.090, H100 1.090, H101 1.090
86 N 0.39 -10.23 -2.33  C85 1.545, C87 1.327, C91 1.347
87 C -0.36 -9.72 -1.35  N86 1.327, C88 1.381, H102 1.080
88 C 0.15 -8.76 -0.50  C87 1.381, C89 1.440, H103 1.080
89 C 1.45 -8.21 -0.77  C88 1.440, C90 1.377, C92 1.481
90 C 2.16 -8.76 -1.81  C89 1.377, C91 1.399, H104 1.080
91 C 1.59 -9.71 -2.67  N86 1.347, C90 1.399, H105 1.080
92 C 2.01 -7.10 0.04  C89 1.481, C93 1.354, C97 1.374
93 C 1.29 -5.95 0.10  C92 1.354, C94 1.402, H106 1.080
94 C 1.79 -4.86 0.82  C93 1.402, N95 1.301, H107 1.080
95 N 2.97 -4.84 1.37  C94 1.301, C96 1.386, C98 1.491
96 C 3.71 -6.01 1.45  N95 1.386, C97 1.459, H108 1.080
97 C 3.17 -7.19 0.77  C92 1.374, C96 1.459, H109 1.080
98 C 3.54 -3.64 2.04  N95 1.491, H110 1.090, H111 1.090, H112 1.090
99 H 0.19 -12.22 -2.38  C85 1.090
100 H 0.16 -11.58 -4.01  C85 1.090
101 H -1.34 -11.31 -2.99  C85 1.090
102 H -1.34 -10.12 -1.18  C87 1.080
103 H -0.49 -8.41 0.30  C88 1.080
104 H 3.16 -8.38 -1.94  C90 1.080
105 H 2.21 -10.30 -3.32  C91 1.080
106 H 0.30 -5.94 -0.33  C93 1.080
107 H 1.23 -3.94 0.93  C94 1.080
108 H 4.62 -5.94 2.02  C96 1.080
109 H 3.77 -8.06 0.57  C97 1.080
110 H 4.63 -3.66 1.95  C98 1.090
111 H 3.41 -3.80 3.11  C98 1.090
112 H 3.03 -2.75 1.67  C98 1.090
113 Br 4.72 -0.11 2.35  no bonds
114 Br 0.52 -1.30 6.05  no bonds

Summary:
Net charge: +5
Frontier orbital gap (eV): 3.37
F_max (eV/Å): 3.67
Total energy (Eh): -7241.4473